Entry 1:
{"formula": "C30H90O15", "method": "wB97M-V/def2-TZVPD", "species": ["C", "C", "O", "H", "H", "H", "H", "H", "H", "C", "C", "O", "H", "H", "H", "H", "H", "H", "C", "C", "O", "H", "H", "H", "H", "H", "H", "C", "C", "O", "H", "H", "H", "H", "H", "H", "C", "C", "O", "H", "H", "H", "H", "H", "H", "C", "C", "O", "H", "H", "H", "H", "H", "H", "C", "C", "O", "H", "H", "H", "H", "H", "H", "C", "C", "O", "H", "H", "H", "H", "H", "H", "C", "C", "O", "H", "H", "H", "H", "H", "H", "C", "C", "O", "H", "H", "H", "H", "H", "H", "C", "C", "O", "H", "H", "H", "H", "H", "H", "C", "C", "O", "H", "H", "H", "H", "H", "H", "C", "C", "O", "H", "H", "H", "H", "H", "H", "C", "C", "O", "H", "H", "H", "H", "H", "H", "C", "C", "O", "H", "H", "H", "H", "H", "H"], "positions_angstrom": [[-4.2979, -4.7271, -1.6300], [-3.8853, -6.0913, -1.0540], [-2.5545, -6.2973, -1.6099], [-4.3442, -4.6761, -2.7179], [-3.6538, -3.9364, -1.2453], [-5.3475, -4.5410, -1.4021], [-4.6020, -6.8403, -1.3908], [-3.7413, -6.1334, 0.0256], [-2.4216, -7.2412, -1.7240], [3.8405, -1.7891, 1.5360], [4.7779, -1.3781, 2.7013], [5.7550, -0.5330, 2.1176], [2.9103, -2.2524, 1.8648], [4.4071, -2.3818, 0.8179], [3.6107, -0.8621, 1.0106], [5.3236, -2.2917, 2.9371], [4.3063, -0.9018, 3.5609], [5.3533, 0.1294, 1.5506], [5.3913, -3.0383, -2.4239], [6.3185, -4.1371, -1.9207], [7.6181, -4.0319, -2.4149], [5.9754, -2.1430, -2.2110], [4.4866, -3.0455, -1.8160], [5.2666, -3.0028, -3.5062], [5.8672, -5.0957, -2.1768], [6.3657, -3.9517, -0.8477], [8.0143, -4.7628, -1.9349], [-1.9539, 3.3227, -3.4450], [-1.0342, 4.5670, -3.5669], [-1.5335, 5.2804, -4.6128], [-1.5669, 2.5585, -2.7710], [-2.0622, 2.7531, -4.3680], [-2.9844, 3.5101, -3.1431], [-0.0817, 4.1301, -3.8667], [-1.0090, 5.1600, -2.6526], [-2.0002, 6.0414, -4.2598], [-8.5962, -1.8800, 0.1002], [-7.7006, -0.7930, 0.5296], [-6.5252, -1.3515, 1.0982], [-9.4197, -1.3630, -0.3925], [-8.9775, -2.5942, 0.8300], [-8.1899, -2.5851, -0.6250], [-8.1814, -0.2288, 1.3288], [-7.4018, -0.1965, -0.3324], [-5.8779, -0.6430, 1.1216], [-0.1292, -3.5146, 1.7170], [-1.2164, -4.3600, 1.1961], [-1.2564, -4.1927, -0.2226], [0.7615, -3.7521, 1.1353], [-0.0030, -3.7532, 2.7731], [-0.2949, -2.4416, 1.6201], [-2.1216, -3.9291, 1.6238], [-1.0742, -5.3855, 1.5371], [-1.8205, -4.8542, -0.6298], [-4.3558, 0.3692, 3.6224], [-3.5499, 0.9659, 2.3948], [-4.5400, 0.8450, 1.3811], [-5.1792, 0.9936, 3.9693], [-3.7548, 0.1360, 4.5014], [-4.6121, -0.6541, 3.3480], [-2.7348, 0.2560, 2.2544], [-3.1618, 1.9735, 2.5437], [-5.3277, 1.3779, 1.5117], [6.1312, 3.0115, 1.6045], [5.6183, 2.5796, 0.2524], [5.0770, 1.2665, 0.3095], [6.2075, 4.0872, 1.7629], [7.1392, 2.6154, 1.7272], [5.5702, 2.5595, 2.4225], [6.4136, 2.6569, -0.4889], [4.7384, 3.1691, -0.0049], [4.7302, 1.0712, -0.5641], [-3.2570, -0.3372, -3.0275], [-3.9503, 0.3746, -1.9258], [-3.0720, 0.3234, -0.8611], [-3.1508, -1.3946, -2.7852], [-2.2844, 0.1160, -3.2194], [-3.7715, -0.3585, -3.9882], [-4.8713, -0.1756, -1.7334], [-4.2851, 1.3132, -2.3675], [-3.6185, 0.4024, -0.0758], [2.9532, 4.6027, 2.9086], [3.5860, 5.8824, 2.2609], [4.9260, 6.0524, 2.6301], [3.6743, 3.7854, 2.9034], [2.1249, 4.2806, 2.2776], [2.5654, 4.8636, 3.8933], [3.0406, 6.8025, 2.4711], [3.5901, 5.6501, 1.1959], [4.9702, 6.4709, 3.4929], [2.5234, 2.3531, -3.7995], [3.0107, 0.9297, -3.5521], [3.9416, 1.0026, -2.4320], [2.3119, 2.9176, -2.8913], [1.5797, 2.1229, -4.2941], [3.2242, 2.8537, -4.4675], [3.4444, 0.5477, -4.4763], [2.1010, 0.4676, -3.1687], [4.7457, 1.3337, -2.8387], [0.5551, 0.2919, -0.9297], [0.1378, 0.7869, 0.4080], [-1.0321, 1.5538, 0.2911], [1.5242, -0.1973, -1.0278], [0.5906, 1.1239, -1.6330], [-0.2305, -0.3499, -1.3284], [0.9124, 1.1959, 1.0567], [-0.2260, -0.0419, 1.0153], [-1.8230, 1.0792, 0.0249], [0.3387, -1.1579, 4.5585], [0.7154, -2.3902, 5.3341], [-0.4837, -3.1341, 5.4852], [-0.1189, -1.3692, 3.5920], [1.3174, -0.7867, 4.2544], [-0.1256, -0.4024, 5.1924], [1.1753, -2.2376, 6.3105], [1.3877, -3.0007, 4.7313], [-0.9933, -2.6711, 6.1542], [-3.1092, 5.6305, 0.7672], [-1.6998, 6.0802, 1.0878], [-0.9454, 6.0288, -0.0851], [-3.1434, 4.5599, 0.5652], [-3.5658, 6.1906, -0.0489], [-3.6785, 6.0115, 1.6150], [-1.3737, 5.4575, 1.9209], [-1.7686, 7.1170, 1.4170], [-0.9035, 5.1040, -0.3393], [1.5745, -2.7672, -2.0874], [0.4161, -2.8081, -3.1230], [-0.4392, -3.8788, -2.8984], [1.3306, -2.4603, -1.0703], [2.4329, -2.2430, -2.5076], [2.0776, -3.7341, -2.0824], [0.8716, -2.8636, -4.1117], [-0.0739, -1.8367, -3.0573], [-0.5749, -3.8955, -1.9482]], "forces_ev_per_angstrom": [[-0.9, -0.2, 0.6], [0.8, 0.9, -1.4], [-0.6, -0.5, 0.0], [0.7, -0.5, -0.1], [-0.2, 0.1, -0.1], [0.0, 0.3, 0.7], [0.2, -0.3, 0.1], [-0.6, 0.3, 0.1], [0.3, 0.0, 0.0], [0.0, 0.9, 0.7], [0.4, -0.5, -2.1], [0.7, -0.4, 1.1], [0.0, -0.3, -0.1], [-0.2, -0.3, 0.2], [-0.4, 0.0, -0.1], [-0.1, 0.1, 0.9], [-0.2, -0.2, 0.1], [-0.2, 0.3, -0.3], [1.5, 0.4, 0.1], [-1.8, 0.7, 0.1], [0.4, -0.3, -0.3], [-0.4, 0.5, 0.2], [-0.1, 0.1, -0.4], [-0.5, -0.5, 0.1], [0.1, -0.4, 0.3], [-0.2, -0.6, 0.3], [0.9, 0.1, -0.3], [0.1, -0.8, 0.7], [-0.9, -2.9, 0.6], [-0.5, 2.2, -1.7], [0.2, 0.1, 0.5], [0.3, 0.5, -0.5], [0.0, 0.5, 0.2], [0.5, 0.5, 0.4], [0.4, -0.2, 0.1], [0.0, 0.1, -0.3], [-1.2, -1.0, -1.1], [1.1, -0.6, 0.9], [0.3, -0.2, 0.0], [-0.4, -0.4, 0.0], [0.0, 0.7, 0.7], [0.5, 0.5, -0.4], [-0.3, 0.6, -0.3], [-0.3, 0.4, 0.0], [0.5, -0.1, 0.2], [1.3, 0.2, 0.3], [-1.0, 0.8, -0.5], [0.2, 0.0, 0.4], [0.4, 0.0, 0.3], [0.3, 0.1, 0.0], [-0.3, 0.0, -0.1], [-0.6, -0.5, 0.0], [-0.1, -0.2, -0.4], [0.0, -0.5, -0.1], [1.8, 0.0, 0.3], [-2.0, -1.2, 2.9], [0.6, 0.0, -1.8], [-0.2, -0.2, -0.4], [0.4, 0.6, 0.2], [-0.8, 0.3, -0.4], [-0.1, 0.3, -0.8], [-0.1, 0.0, -0.2], [0.3, 0.4, 0.4], [0.9, -0.6, 0.4], [-1.1, 0.5, 0.4], [0.5, -0.2, 0.1], [-0.3, 0.0, -0.3], [0.1, -0.1, 0.1], [-0.3, 0.1, -0.1], [-0.1, 0.0, -0.2], [0.3, 0.7, -0.4], [-0.3, -0.3, -0.2], [0.4, -1.1, -1.3], [-1.0, -0.9, -2.0], [0.0, 0.4, 0.9], [0.4, 0.0, 0.2], [0.1, -0.1, 0.1], [-0.3, 0.4, 0.0], [-0.2, -0.1, 0.5], [0.4, 0.9, 0.9], [-0.3, 0.1, 0.6], [-0.1, 1.3, -0.5], [-0.5, -1.6, 0.0], [0.8, 0.2, 0.2], [0.1, 0.2, 0.3], [-0.2, 0.0, 0.1], [0.1, -0.5, 0.2], [-0.4, -0.2, -0.2], [0.1, 0.6, -0.2], [0.0, 0.0, 0.1], [-0.2, -0.8, -0.9], [-0.4, 2.0, 1.9], [0.1, -0.8, -0.9], [0.2, -0.2, 0.0], [-0.2, 0.9, -0.5], [-0.3, 0.4, 0.1], [-0.1, -0.6, 0.3], [0.6, -1.0, -0.2], [0.4, 0.1, 0.2], [0.3, 0.2, -1.3], [-1.3, -1.8, 1.0], [0.6, 2.7, 0.6], [-0.1, -0.1, 0.5], [0.0, 0.4, 0.0], [0.1, -0.3, 0.1], [-0.1, 0.9, -0.5], [0.6, -0.9, 0.1], [0.4, -0.5, -0.6], [2.2, 0.6, 0.0], [-1.1, -0.5, -0.7], [-0.2, -0.9, 0.6], [-0.6, -0.1, 0.5], [0.1, 0.8, 0.0], [-0.4, 0.0, -0.4], [0.2, 0.4, -0.1], [0.0, -0.1, 0.1], [-0.3, -0.1, 0.0], [-0.4, 0.9, 0.5], [-1.5, 0.2, -0.4], [1.2, 0.0, -0.1], [-0.4, 0.0, 0.3], [0.4, -0.1, -0.4], [-0.6, -1.0, 0.4], [0.7, 0.0, 0.0], [0.4, 0.0, 0.0], [0.1, -0.2, -0.2], [0.7, -0.8, -1.2], [1.5, 0.8, 1.0], [-0.3, -0.2, -0.5], [-0.1, 0.0, -0.2], [-0.3, 1.1, 0.2], [-0.6, -0.6, 0.4], [-0.2, -0.3, -0.1], [-0.5, 0.1, -0.2], [-0.2, -0.2, 0.4]], "relative_energy_ev": 8.078, "gap_ev": 9.608}


Entry 2:
{"formula": "C2H4N2O3", "method": "wB97M-V/def2-TZVPD", "species": ["O", "C", "N", "O", "C", "O", "N", "H", "H", "H", "H"], "positions_angstrom": [[-0.4259, 1.3865, -1.8399], [-0.4041, 0.6247, -0.9632], [-1.2441, 0.6115, 0.2608], [-0.9467, -0.5302, 1.0058], [0.4977, -0.6012, 1.1804], [0.9652, -0.9563, -0.1773], [0.9031, 0.2209, -0.8731], [-2.1587, 0.4035, -0.1091], [0.2903, -1.6440, 1.7101], [1.1315, 0.1981, 1.4832], [1.3919, 0.2865, -1.6776]], "forces_ev_per_angstrom": [[-4.1, 3.8, -4.2], [2.7, 0.9, 2.6], [0.7, -0.1, -2.9], [1.5, 1.0, 1.2], [-2.8, -5.8, -2.1], [1.3, -1.7, 2.5], [-2.5, -1.3, 5.2], [-0.7, 0.3, 0.1], [2.3, 2.2, -0.4], [-0.3, 0.9, 0.9], [1.9, -0.3, -3.1]], "relative_energy_ev": 6.478, "gap_ev": 10.151}


Entry 3:
{"formula": "C4H9NO2", "method": "wB97M-V/def2-TZVPD", "species": ["H", "N", "C", "C", "O", "H", "H", "H", "H", "C", "C", "O", "H", "H", "H", "H"], "positions_angstrom": [[-2.2232, -1.3132, -0.7833], [-1.2837, -0.9669, -0.5747], [-0.7713, -1.6488, 0.3692], [0.5880, -1.3314, 0.9493], [0.4313, -0.8719, 2.2745], [-1.2936, -2.4735, 0.8717], [1.2000, -2.2405, 0.9996], [1.0953, -0.5928, 0.3177], [0.1439, 0.0505, 2.1973], [0.7412, 1.4770, -1.4040], [-0.2534, 1.8210, -0.3343], [-0.0646, 1.7114, 0.8583], [0.3248, 0.6558, -1.9985], [1.6967, 1.1761, -0.9677], [0.8912, 2.3362, -2.0661], [-1.2225, 2.2110, -0.7089]], "forces_ev_per_angstrom": [[0.1, 0.1, 0.0], [0.1, -0.4, 0.3], [0.0, 0.1, -0.1], [0.0, -0.1, -0.3], [-0.1, 0.3, 0.0], [0.0, 0.1, -0.1], [-0.1, 0.1, -0.1], [-0.1, -0.2, 0.1], [0.1, -0.1, 0.1], [0.1, 0.0, 0.1], [0.0, 0.0, 0.3], [0.0, 0.0, -0.5], [0.1, 0.1, 0.1], [-0.1, 0.1, -0.1], [-0.1, -0.1, 0.1], [0.1, -0.1, 0.1]], "relative_energy_ev": 2.163, "gap_ev": 11.002}


Entry 4:
{"formula": "C6H12F2IN", "method": "wB97M-V/def2-TZVPD", "species": ["C", "C", "C", "C", "C", "C", "N", "F", "F", "I", "H", "H", "H", "H", "H", "H", "H", "H", "H", "H", "H", "H"], "positions_angstrom": [[-1.2230, -2.4866, 0.4280], [-1.7983, 1.7231, -1.2315], [-1.4960, -0.9538, 0.4629], [-0.8018, 0.5757, -1.3097], [0.4437, 0.5899, 0.8025], [4.0744, 0.8181, 0.8367], [-0.5636, 0.1404, 0.0851], [0.4658, -0.1147, 2.0463], [4.7583, 1.7909, 0.1478], [3.1726, -0.3572, -0.6473], [-1.3264, -2.8831, -0.6283], [-0.2905, -2.6984, 0.7359], [-1.9151, -3.0241, 1.0582], [-2.6849, 1.2566, -1.3727], [-1.6196, 2.3031, -0.2705], [-1.7355, 2.4439, -2.1085], [-2.4682, -0.6488, -0.0313], [-1.8208, -0.8618, 1.5562], [-1.2238, -0.0926, -2.0456], [0.0623, 1.0663, -1.6052], [3.3173, 1.3342, 1.6115], [4.6732, 0.0789, 1.4793]], "forces_ev_per_angstrom": [[-2.3, 1.3, -3.6], [2.3, 2.6, -0.1], [-2.9, 0.3, 2.7], [-0.3, 2.4, 1.4], [-0.3, -0.3, 0.9], [-1.2, 0.3, 2.7], [-0.1, -3.1, -0.2], [-0.4, 0.7, -1.8], [0.4, -0.3, 0.8], [-0.2, -0.5, -0.3], [0.1, 0.3, 1.1], [3.4, -0.7, 1.2], [-0.4, 0.2, 0.1], [-3.5, -0.7, 0.5], [-0.7, -0.7, -1.3], [0.3, -0.9, 1.0], [1.1, -0.8, 0.1], [0.9, 0.7, -1.3], [0.6, -1.1, 0.4], [2.1, 0.1, -0.9], [1.3, -1.1, -2.2], [-0.1, 1.5, -1.3]], "relative_energy_ev": 1.745, "gap_ev": 9.156}


Entry 5:
{"formula": "C5H11N4O", "method": "wB97M-V/def2-TZVPD", "species": ["C", "O", "C", "N", "N", "C", "C", "C", "N", "N", "H", "H", "H", "H", "H", "H", "H", "H", "H", "H", "H"], "positions_angstrom": [[0.2506, 2.6887, -0.5932], [0.3870, 1.3039, -0.9511], [0.7484, 0.4875, 0.0557], [2.1003, 0.5619, 0.3543], [0.0554, 0.6317, 1.2714], [-1.0083, 0.0391, 1.4512], [-1.6658, -0.8747, 0.4075], [-0.5628, -1.5927, -0.2846], [-0.6074, -2.8836, -0.6410], [0.4246, -0.8426, -0.6759], [-0.0603, 2.8091, 0.4904], [-0.4682, 3.2658, -1.2264], [1.2448, 3.2709, -0.6220], [2.4986, 0.2053, 1.1675], [2.6408, 0.5415, -0.4405], [-1.5446, 0.2450, 2.3903], [-2.1112, -1.6101, 0.9632], [-2.1424, -0.2752, -0.2993], [-1.5293, -3.4563, -0.6140], [0.0535, -3.3279, -1.1530], [1.2963, -1.1873, -1.0507]], "forces_ev_per_angstrom": [[1.0, 2.4, 1.5], [-1.0, 2.4, -0.8], [0.6, -1.2, -0.1], [-1.1, 0.7, -0.4], [0.8, 0.9, 0.6], [-2.0, -0.3, 0.3], [3.4, -0.1, 1.2], [0.6, -0.5, -2.1], [-5.4, 0.2, 2.3], [0.9, 0.0, 1.7], [0.1, -0.3, -1.3], [0.5, -1.2, 0.2], [-1.3, -1.2, -0.3], [0.3, -0.6, 1.5], [1.8, 0.1, -1.8], [0.0, -0.4, -0.4], [-2.5, -1.5, 0.9], [-1.6, 0.7, -1.0], [2.2, 1.7, 0.3], [2.7, -1.2, -1.8], [-0.2, -0.6, -0.3]], "total_charge": 1, "relative_energy_ev": 2.117, "gap_ev": 10.578}


Entry 6:
{"formula": "C4H3ClNO4S", "method": "wB97M-V/def2-TZVPD", "species": ["C", "C", "C", "C", "N", "O", "O", "O", "O", "S", "Cl", "H", "H", "H"], "positions_angstrom": [[-2.0116, -1.1971, -0.0657], [-1.2371, -0.1203, 0.1959], [-3.5550, -1.3209, 0.2715], [0.2251, -0.0610, -0.0501], [-4.2454, -0.1768, 0.2930], [-4.0250, -2.3923, 0.6414], [-3.9561, 2.2601, 0.4565], [-3.1276, 1.1509, -1.5461], [-1.8538, 1.0808, 0.4773], [-3.4358, 1.0771, -0.1804], [-1.0749, -2.5943, -0.3473], [0.5678, -0.5116, -1.0840], [0.6634, -0.4890, 0.8074], [0.6602, 0.8890, -0.0034]], "forces_ev_per_angstrom": [[-0.3, 0.4, 1.3], [-1.7, 0.7, -1.4], [1.3, -1.2, 0.6], [0.2, -1.0, -1.8], [0.6, 0.5, -0.1], [0.6, 0.3, -0.7], [-0.1, -0.4, -0.4], [0.1, -0.1, -2.7], [-0.3, -1.2, 0.1], [-0.3, 2.6, 2.7], [-0.2, -1.5, -0.4], [-0.8, 0.5, 2.3], [1.1, -1.5, 0.6], [-0.1, 2.0, -0.2]], "total_charge": -1, "gap_ev": 8.606}